(1)
{"formula": "C26H19Cl4N5NbO2S7", "method": "the ωB97M-V functional and the def2-TZVPD basis", "charge": -1, "spin_multiplicity": 1, "symbols": ["Nb", "S", "C", "C", "N", "C", "S", "C", "N", "S", "C", "S", "C", "C", "S", "S", "S", "Cl", "C", "C", "Cl", "C", "Cl", "C", "O", "C", "O", "C", "Cl", "C", "C", "N", "C", "C", "C", "C", "N", "H", "H", "H", "H", "H", "H", "H", "H", "H", "H", "H", "H", "H", "H", "N", "C", "C", "C", "C", "C", "C", "C", "H", "H", "H", "H", "H"], "xyz": [[-0.4593, -0.2295, -0.5034], [0.0980, 1.5726, -2.0917], [1.8321, 1.9368, -1.9953], [2.2982, 3.1934, -2.3688], [2.7533, 4.2305, -2.6990], [2.7033, 1.1061, -1.2506], [2.3718, -0.4842, -0.6572], [3.8883, 1.8216, -0.8335], [4.8341, 2.4176, -0.4812], [-7.8408, 1.5039, -1.2326], [-6.2048, 1.2389, -1.1748], [-5.0176, 2.2966, -0.4526], [-3.6590, 1.2499, -0.7690], [-3.8936, -0.0214, -1.3516], [-2.6672, -1.1683, -1.7615], [-5.4871, -0.1514, -2.0264], [-2.1171, 1.8225, -0.2420], [-0.6303, -5.8001, 3.4336], [-1.0064, -4.3029, 2.7240], [-1.9218, -3.4431, 3.3834], [-2.5524, -3.8822, 4.8670], [-2.3024, -2.2111, 2.8428], [-3.4419, -1.2516, 3.6449], [-1.6680, -1.8025, 1.6752], [-1.7437, -0.6294, 1.0628], [-0.6729, -2.6537, 1.0882], [-0.0392, -2.0860, 0.0779], [-0.4102, -3.9633, 1.4980], [0.6255, -4.9718, 0.6120], [3.5035, 3.3884, 2.5769], [2.1265, 3.2275, 1.9146], [1.0612, 2.5801, 2.7888], [0.9040, 3.1846, 4.1177], [0.9031, 2.2277, 5.3312], [0.2115, 1.6270, 2.3044], [-1.1574, 1.4271, 2.9730], [0.5025, 0.8897, 1.2515], [4.2000, 3.5232, 1.7641], [3.8320, 2.4679, 3.0877], [3.6265, 4.3356, 3.1431], [2.2177, 2.6760, 1.0034], [1.7536, 4.2096, 1.6309], [-0.0304, 3.7809, 4.1879], [1.6869, 3.9667, 4.1849], [1.9125, 1.8323, 5.4599], [0.1495, 1.4424, 5.0896], [0.6337, 2.7001, 6.2234], [-1.1584, 0.4772, 3.4487], [-1.9525, 1.4710, 2.2160], [-1.2859, 2.1764, 3.7854], [1.4653, 0.9926, 0.8685], [0.0427, -1.4940, -2.4632], [0.1367, -2.1291, -3.4557], [0.2946, -2.7076, -4.7416], [0.1908, -4.1321, -5.0086], [0.5520, -4.5764, -6.2544], [0.7955, -3.7201, -7.2908], [0.9648, -2.3531, -7.0482], [0.6812, -1.8606, -5.7857], [-0.1531, -4.8132, -4.2414], [0.6880, -5.6706, -6.3560], [0.9334, -4.0209, -8.2925], [1.3166, -1.6832, -7.8460], [0.7825, -0.7809, -5.5858]], "mulliken_charge": [-0.2766, -0.2692, 0.9397, -0.1019, -0.5531, 0.1374, -0.2473, 0.0576, -0.6126, -0.2869, 0.0743, -0.0557, 0.1100, 0.1966, -0.1878, -0.1092, -0.1735, -0.2255, 0.6399, 0.2913, -0.2276, -0.1236, -0.2049, -0.1304, 0.4601, 0.4397, -0.2619, -0.4973, -0.2055, -1.4586, 1.0053, 0.3497, -0.8766, -0.9865, 0.7776, -0.9349, 0.0578, 0.5262, 0.2550, 0.4238, -0.9850, 0.2634, 0.4219, 0.4140, 0.3256, 0.1546, 0.4083, 0.1370, -0.0326, 0.4051, -0.3606, 0.1114, -0.1198, 0.3870, -0.4965, -0.4234, -0.3999, -0.4890, -0.4094, 0.4668, 0.3174, 0.4090, 0.3545, 0.4056]}

(2)
{"formula": "C21H49NO12", "method": "the ωB97M-V functional and the def2-TZVPD basis", "charge": -2, "spin_multiplicity": 1, "symbols": ["N", "H", "H", "H", "H", "C", "C", "C", "O", "H", "H", "H", "H", "H", "H", "H", "C", "C", "C", "O", "H", "H", "H", "H", "H", "H", "H", "C", "C", "C", "O", "H", "H", "H", "H", "H", "H", "H", "C", "C", "O", "C", "O", "O", "C", "H", "H", "H", "H", "H", "H", "H", "H", "C", "C", "O", "C", "O", "O", "C", "H", "H", "H", "H", "H", "H", "H", "H", "C", "C", "O", "C", "O", "O", "C", "H", "H", "H", "H", "H", "H", "H", "H"], "xyz": [[8.0429, 2.1991, 13.5597], [9.0869, 2.0398, 13.6903], [7.8360, 3.1446, 13.8506], [7.6148, 1.5025, 14.1721], [7.7070, 2.0437, 12.5628], [9.6349, 5.6299, 14.1200], [9.4252, 6.0985, 12.6577], [10.3608, 7.2766, 12.3344], [9.5505, 5.0745, 11.8309], [8.9244, 4.8170, 14.2905], [9.5765, 6.4629, 14.8499], [10.6214, 5.1775, 14.2815], [8.3632, 6.4925, 12.6560], [10.5807, 7.8893, 13.2260], [9.9161, 7.9135, 11.5618], [11.3237, 6.9203, 11.9582], [10.9454, 0.3824, 15.8114], [11.5117, 1.6402, 15.1361], [12.8031, 1.2796, 14.3801], [10.5671, 2.2632, 14.3960], [10.0642, 0.6163, 16.4096], [11.6529, -0.0976, 16.5183], [10.7521, -0.3734, 15.0420], [11.8673, 2.3409, 15.9440], [12.6016, 0.5423, 13.5965], [13.5033, 0.8107, 15.0915], [13.2935, 2.1684, 13.9869], [7.1963, -0.2867, 10.4309], [6.3159, 0.9528, 10.7712], [5.4227, 0.5999, 11.9884], [7.0571, 2.0616, 10.8963], [8.0371, 0.0268, 9.8064], [6.6812, -1.0762, 9.8636], [7.6449, -0.7063, 11.3427], [5.6355, 0.9965, 9.8718], [4.6065, -0.0612, 11.6538], [5.0080, 1.5158, 12.4171], [5.9531, 0.0276, 12.7569], [8.7161, 2.2629, 6.6360], [10.1801, 2.2622, 6.9495], [10.4867, 1.3101, 7.9509], [10.3149, 1.7355, 9.2295], [9.9302, 2.8128, 9.5392], [10.7122, 0.7434, 10.0180], [10.4600, 0.9254, 11.4069], [8.3687, 3.1874, 6.1635], [8.1182, 2.0598, 7.5193], [8.5257, 1.5325, 5.8396], [10.5630, 3.2314, 7.2908], [10.8070, 2.0343, 6.0837], [11.2955, 1.4571, 11.8605], [10.4251, -0.0327, 11.9281], [9.5407, 1.4765, 11.5814], [9.6144, 3.9119, 17.2462], [8.2410, 4.0012, 17.8849], [7.4412, 5.0533, 17.3166], [7.0319, 4.8388, 16.0919], [7.1307, 3.7822, 15.5192], [6.5111, 5.9385, 15.6023], [6.2545, 5.9285, 14.1976], [9.6172, 4.0453, 16.1642], [9.9871, 2.8936, 17.3850], [10.3029, 4.6282, 17.6923], [8.3399, 4.1837, 18.9543], [7.6630, 3.0766, 17.7993], [6.9588, 5.3144, 13.6434], [6.3476, 6.9471, 13.8182], [5.2139, 5.6631, 13.9934], [7.9714, -1.1277, 18.9051], [7.5212, -0.8827, 17.4881], [6.2951, -0.1184, 17.5577], [5.9483, 0.5233, 16.4543], [6.5807, 0.5557, 15.4391], [4.7892, 1.1316, 16.6493], [4.2944, 1.9177, 15.5801], [8.1453, -0.1934, 19.4346], [8.8760, -1.7379, 18.9102], [7.2238, -1.7114, 19.4490], [7.2906, -1.8010, 16.9429], [8.2545, -0.3343, 16.8995], [5.0846, 2.2729, 14.9181], [3.8135, 2.7974, 16.0041], [3.5875, 1.3534, 14.9724]], "mulliken_charge": [1.0072, 0.2525, -0.3127, 0.2329, 0.1363, -0.3854, 0.9908, -1.7881, -0.6445, -0.5841, 0.1793, 0.4310, -0.4621, 0.3505, 0.4347, 0.3016, -0.7703, 0.6671, -1.7732, -0.6831, -0.4491, 0.4326, 0.2878, 0.0077, 0.2642, 0.4801, 0.3895, -1.0652, 0.4274, -1.0788, -0.8624, 0.1322, 0.4935, 0.1033, 0.2319, 0.5675, 0.1368, 0.0151, -0.8636, -0.2807, -0.4152, 0.6277, -0.4507, -0.4088, -0.0703, 0.2826, 0.2079, 0.2837, 0.3091, 0.3384, 0.0870, 0.1952, 0.0898, -0.1871, -0.1110, -0.4155, 0.4971, -0.0038, -0.3603, -0.6098, -0.1910, 0.1388, 0.3719, 0.3193, -0.0298, 0.1942, 0.3364, 0.2728, -1.3245, 0.4543, -0.3719, 0.6956, -0.6860, -0.3879, -0.3093, 0.2702, 0.3968, 0.3700, 0.3146, -0.1975, -0.0800, 0.2950, 0.3118]}

(3)
{"formula": "C7H22NO4", "method": "the ωB97M-V functional and the def2-TZVPD basis", "charge": 1, "spin_multiplicity": 1, "symbols": ["C", "C", "C", "C", "C", "C", "C", "N", "H", "H", "H", "H", "H", "H", "H", "H", "H", "H", "H", "H", "H", "H", "H", "H", "O", "H", "H", "O", "H", "H", "O", "H", "H", "O"], "xyz": [[0.3146, -1.5014, 0.7911], [-0.4053, -1.3349, 2.0840], [-0.5228, 0.2476, 2.2952], [0.2165, 0.7801, 3.2501], [-2.8118, 0.2254, 1.2015], [-1.6768, 0.8834, 1.6387], [-1.8496, 2.3132, 1.7373], [0.0104, -0.2551, -0.1190], [0.1644, -2.4641, 0.1826], [1.3508, -1.3542, 1.0411], [0.1501, -1.6998, 3.1088], [-1.3677, -1.8050, 2.4244], [0.7940, 0.1376, 3.8853], [0.3360, 1.7390, 3.6451], [-2.8349, -0.8880, 1.0984], [-3.7009, 0.6699, 0.8490], [-1.9709, 2.5016, 2.8222], [-2.7697, 2.6923, 1.3141], [-0.9962, 2.8347, 1.4844], [-1.0646, -0.0848, -0.2228], [0.3759, -0.4270, -1.1611], [0.5070, 0.5946, 0.0779], [2.7512, 0.3146, -3.0287], [4.1858, 0.5607, -2.5446], [3.6755, 0.4711, -3.4100], [0.5781, -1.7039, -3.3677], [-0.2340, -0.8674, -4.4329], [0.1282, -0.8057, -3.5630], [2.2365, -1.6686, -2.2820], [2.1744, -2.8647, -1.4607], [1.5051, -2.2827, -1.9044], [0.2138, 1.1127, -3.0354], [0.2377, 2.4260, -2.2257], [0.2993, 1.5029, -2.1735]], "mulliken_charge": [-0.3810, -0.9911, 1.2973, -1.3220, -1.2438, 0.9360, -1.8211, -0.3534, 0.3039, 0.3879, 0.4059, 0.3611, 0.2565, 0.3986, 0.2019, 0.3574, 0.3428, 0.4037, 0.3903, 0.3828, 0.2872, 0.4477, 0.3108, 0.3485, -0.6377, 0.3549, 0.2613, -0.6094, 0.2958, 0.3274, -0.6870, 0.2554, 0.2638, -0.5324]}

Number 1: E -6111.65659 a.u.. Number 2: E -1787.08130 a.u.. Number 3: E -635.28312 a.u..